1.
Molecular formula: C14H41N7O5
Method: DFT, the ωB97M-V functional and the def2-TZVPD basis

Properties
spin multiplicity = 1
charge = 0
SMILES string = COC[C@H](C)N.COC[C@H](C)N.COC[C@H](C)N.NC(N)=O.NC(N)=O
highest occupied orbital energy = -0.2932 Ha
maximum force = 4.953 eV/Å
orbital gap = 8.47 eV
relative energy (zero: lowest compared OMol25 entry of this formula, charge and spin) = 264.9 kcal per mole

Last column: natural (NBO) charge in e.
Geometry (Å):
1 C 2.95 0.06 -1.48  -0.680
2 C 2.85 1.06 -2.55  -0.059
3 C 1.41 1.63 -2.80  -0.116
4 O 0.68 0.56 -3.31  -0.571
5 C -0.64 0.87 -3.79  -0.263
6 N 3.86 2.12 -2.21  -0.838
7 H 4.00 -0.02 -1.21  0.229
8 H 2.61 -0.94 -1.74  0.210
9 H 2.43 0.33 -0.55  0.262
10 H 3.07 0.70 -3.56  0.189
11 H 1.44 2.43 -3.54  0.186
12 H 0.98 1.92 -1.84  0.192
13 H -0.58 0.89 -4.87  0.190
14 H -1.20 1.71 -3.38  0.194
15 H -1.32 0.05 -3.53  0.188
16 H 3.82 2.89 -2.86  0.353
17 H 3.74 2.46 -1.27  0.364
18 C 0.93 -1.65 2.76  -0.608
19 C 0.38 -0.25 2.76  -0.142
20 C -1.11 -0.05 3.15  -0.128
21 O -2.02 -0.60 2.13  -0.588
22 C -3.33 -0.08 2.15  -0.252
23 N 1.25 0.69 3.40  -0.819
24 H 0.64 -2.23 3.63  0.202
25 H 2.02 -1.57 2.76  0.205
26 H 0.54 -2.22 1.91  0.208
27 H 0.38 0.01 1.70  0.250
28 H -1.39 1.00 3.20  0.246
29 H -1.35 -0.33 4.17  0.160
30 H -3.74 -0.39 3.11  0.177
31 H -3.80 -0.57 1.30  0.175
32 H -3.45 1.01 2.14  0.189
33 H 2.17 0.44 3.08  0.386
34 H 1.16 0.52 4.39  0.353
35 C 0.66 -2.34 -2.48  -0.651
36 C 0.33 -2.54 -0.86  -0.073
37 C -1.14 -2.27 -0.42  -0.124
38 O -1.74 -1.07 -0.99  -0.584
39 C -3.14 -0.94 -0.78  -0.258
40 N 0.74 -3.91 -0.58  -0.836
41 H 1.61 -2.83 -2.67  0.215
42 H 0.78 -1.28 -2.70  0.257
43 H -0.10 -2.88 -3.06  0.202
44 H 1.08 -1.98 -0.31  0.205
45 H -1.31 -2.34 0.66  0.218
46 H -1.69 -3.13 -0.79  0.183
47 H -3.29 -0.03 -1.36  0.208
48 H -3.10 -0.84 0.31  0.187
49 H -3.84 -1.67 -1.18  0.196
50 H 0.81 -4.38 -1.47  0.359
51 H 0.09 -4.42 0.00  0.352
52 C -1.03 3.13 2.14  0.725
53 O -1.97 3.95 2.21  -0.720
54 N -0.13 3.02 1.19  -0.860
55 N -0.75 2.35 3.14  -0.876
56 H 0.43 2.20 1.00  0.399
57 H -0.16 3.71 0.45  0.388
58 H 0.05 1.73 3.17  0.432
59 H -1.31 2.58 3.95  0.403
60 C 0.29 0.68 -0.01  0.771
61 O 1.26 1.37 0.35  -0.725
62 N -0.86 0.65 0.57  -0.863
63 N 0.20 0.00 -1.13  -0.933
64 H -1.00 1.39 1.24  0.425
65 H -1.59 0.08 0.19  0.435
66 H 0.91 0.29 -1.78  0.462
67 H -0.48 -0.73 -1.28  0.437

2.
Molecular formula: C14H42IN2O8P
Method: DFT, the ωB97M-V functional and the def2-TZVPD basis

Properties
spin multiplicity = 1
charge = 0
SMILES string = N=[PH2][C@H]1C[C@H](CCCI)C(=O)N1.CO.CO.CO.CO.CO.CO.CO
highest occupied orbital energy = -0.3175 Ha
maximum force = 1.464 eV/Å
orbital gap = 8.76 eV

Last column: natural (NBO) charge in e.
Geometry (Å):
1 N -1.61 3.15 4.43  -1.314
2 P -0.96 3.56 3.05  1.353
3 C -1.65 2.75 1.57  -0.378
4 C -1.15 1.25 1.41  -0.392
5 C -2.35 0.48 1.92  -0.342
6 C -2.45 -1.04 1.81  -0.392
7 C -1.97 -1.66 0.51  -0.448
8 C -0.45 -1.71 0.35  -0.478
9 I 0.22 -0.80 -1.50  0.036
10 C -3.46 1.31 1.32  0.701
11 O -4.40 0.97 0.63  -0.568
12 N -3.12 2.63 1.66  -0.661
13 H -2.38 2.50 4.29  0.363
14 H -1.02 4.94 2.82  -0.061
15 H 0.40 3.22 3.04  -0.074
16 H -1.41 3.23 0.63  0.226
17 H -0.95 1.15 0.35  0.224
18 H -0.22 1.12 1.95  0.220
19 H -2.36 0.71 2.99  0.235
20 H -3.50 -1.28 1.91  0.247
21 H -1.94 -1.47 2.67  0.209
22 H -2.31 -2.69 0.51  0.224
23 H -2.46 -1.21 -0.34  0.227
24 H -0.07 -2.71 0.30  0.224
25 H 0.05 -1.17 1.15  0.213
26 H -3.62 3.34 1.15  0.398
27 C 2.96 -3.91 -3.35  -0.263
28 O 2.56 -4.18 -2.00  -0.738
29 H 3.81 -4.55 -3.56  0.174
30 H 2.14 -4.16 -4.04  0.156
31 H 3.24 -2.87 -3.48  0.201
32 H 1.80 -3.61 -1.81  0.464
33 C -6.23 4.50 2.72  -0.251
34 O -5.64 3.92 3.88  -0.723
35 H -7.22 4.85 2.99  0.185
36 H -5.64 5.35 2.36  0.154
37 H -6.32 3.75 1.92  0.163
38 H -4.76 3.62 3.64  0.471
39 C -5.60 -1.08 4.12  -0.251
40 O -4.91 -2.33 4.07  -0.726
41 H -6.14 -0.97 3.18  0.191
42 H -6.32 -1.05 4.94  0.168
43 H -4.90 -0.24 4.22  0.158
44 H -4.43 -2.43 4.89  0.463
45 C 5.53 -0.65 -4.13  -0.251
46 O 4.23 -1.11 -4.49  -0.730
47 H 5.68 -0.86 -3.07  0.200
48 H 6.30 -1.16 -4.71  0.158
49 H 5.62 0.43 -4.29  0.163
50 H 4.10 -0.92 -5.42  0.464
51 C 0.15 5.97 -0.15  -0.252
52 O 0.71 5.30 0.99  -0.737
53 H -0.87 6.24 0.11  0.183
54 H 0.71 6.88 -0.38  0.173
55 H 0.14 5.32 -1.02  0.167
56 H 1.61 5.06 0.77  0.472
57 C 1.58 -7.54 -4.45  -0.246
58 O 0.52 -7.26 -3.55  -0.726
59 H 1.14 -7.93 -5.37  0.180
60 H 2.14 -6.63 -4.69  0.161
61 H 2.26 -8.28 -4.04  0.161
62 H 0.90 -6.90 -2.74  0.469
63 C 9.21 -0.30 -2.75  -0.248
64 O 8.14 -0.03 -1.85  -0.724
65 H 8.76 -0.66 -3.68  0.180
66 H 9.78 0.61 -2.97  0.163
67 H 9.88 -1.06 -2.36  0.165
68 H 8.52 0.29 -1.03  0.465

3.
Molecular formula: C14H42N8O6P2
Method: DFT, the ωB97M-V functional and the def2-TZVPD basis

Properties
spin multiplicity = 1
charge = 0
SMILES string = CN(C)P(=O)(N(C)C)N(C)C.CN(C)P(=O)(N(C)C)N(C)C.C[N+](=O)[O-].C[N+](=O)[O-]
highest occupied orbital energy = -0.2903 Ha
maximum force = 3.671 eV/Å
orbital gap = 7.42 eV
relative energy (zero: lowest compared OMol25 entry of this formula, charge and spin) = 68.0 kcal per mole

Last column: Mulliken charge in e.
Geometry (Å):
1 C 1.67 -0.81 -1.82  -0.712
2 N 1.36 -0.52 -0.36  0.816
3 O 1.51 0.67 -0.10  -0.487
4 O 1.09 -1.43 0.44  -0.493
5 H 1.94 -1.86 -1.98  0.317
6 H 2.60 -0.36 -2.16  0.305
7 H 0.77 -0.63 -2.42  0.250
8 C -3.36 -2.20 -3.77  -0.674
9 N -2.08 -2.91 -3.82  0.785
10 O -1.47 -2.99 -4.88  -0.492
11 O -2.00 -3.63 -2.81  -0.480
12 H -3.40 -1.56 -4.65  0.303
13 H -3.51 -1.57 -2.89  0.277
14 H -4.15 -2.95 -3.71  0.283
15 O -0.92 5.84 -5.96  -0.829
16 P -1.59 4.52 -5.83  0.225
17 N -2.80 4.36 -7.01  0.224
18 C -2.61 4.91 -8.34  -1.031
19 C -3.68 3.15 -6.87  -0.905
20 N -2.35 4.20 -4.32  0.293
21 C -1.59 3.69 -3.17  -0.974
22 C -3.47 5.05 -3.79  -1.128
23 N -0.49 3.23 -6.09  0.361
24 C 0.58 3.56 -7.04  -1.095
25 C -0.87 1.80 -6.00  -1.216
26 H -1.97 4.22 -8.88  0.297
27 H -2.11 5.88 -8.37  0.281
28 H -3.67 5.06 -8.58  0.446
29 H -4.18 2.98 -5.92  0.281
30 H -3.15 2.24 -7.13  0.243
31 H -4.40 3.19 -7.69  0.405
32 H -0.68 4.30 -3.16  0.352
33 H -2.20 3.80 -2.27  0.384
34 H -1.23 2.67 -3.28  0.175
35 H -2.88 5.88 -3.38  0.442
36 H -4.16 5.43 -4.54  0.290
37 H -4.04 4.51 -3.04  0.360
38 H 0.91 2.75 -7.68  0.381
39 H 0.24 4.32 -7.75  0.328
40 H 1.39 3.92 -6.41  0.325
41 H -0.94 1.45 -7.03  0.384
42 H -1.82 1.72 -5.47  0.398
43 H -0.14 1.17 -5.51  0.304
44 O 3.13 -1.76 5.36  -0.855
45 P 2.60 -2.55 6.53  0.399
46 N 1.29 -1.79 7.26  0.196
47 C 0.52 -2.29 8.45  -1.135
48 C 0.53 -0.81 6.44  -1.194
49 N 3.78 -2.93 7.75  0.226
50 C 3.83 -2.33 9.13  -1.053
51 C 5.05 -3.71 7.39  -0.996
52 N 1.84 -3.94 6.00  0.237
53 C 1.62 -5.11 6.83  -0.800
54 C 1.48 -4.11 4.62  -1.101
55 H 0.65 -1.49 9.18  0.416
56 H 1.06 -3.09 8.96  0.292
57 H -0.57 -2.32 8.43  0.318
58 H -0.43 -1.16 6.06  0.315
59 H 1.20 -0.39 5.69  0.361
60 H 0.34 0.08 7.04  0.411
61 H 3.56 -3.14 9.81  0.397
62 H 4.75 -1.83 9.44  0.387
63 H 2.99 -1.67 9.31  0.308
64 H 5.49 -3.14 6.57  0.286
65 H 5.61 -3.85 8.32  0.422
66 H 4.67 -4.69 7.12  0.244
67 H 1.51 -4.76 7.85  0.211
68 H 0.85 -5.80 6.48  0.376
69 H 2.44 -5.83 6.79  0.323
70 H 0.75 -3.34 4.36  0.304
71 H 1.01 -5.05 4.35  0.407
72 H 2.31 -4.27 3.93  0.302

4.
Molecular formula: C14H42O12
Method: DFT, the ωB97M-V functional and the def2-TZVPD basis

Properties
spin multiplicity = 1
charge = 0
SMILES string = OCCO.OCCO.OCCO.OCCO.OCCO.CCO.CCO
highest occupied orbital energy = -0.3591 Ha
maximum force = 3.755 eV/Å
orbital gap = 10.19 eV
relative energy (zero: lowest compared OMol25 entry of this formula, charge and spin) = 18.4 kcal per mole

Last column: natural (NBO) charge in e.
Geometry (Å):
1 C 14.23 14.02 8.10  -0.099
2 C 14.19 12.75 7.32  -0.092
3 O 13.82 11.58 8.05  -0.767
4 O 12.90 14.44 8.56  -0.759
5 H 14.59 14.72 7.36  0.181
6 H 14.86 14.06 9.01  0.179
7 H 15.16 12.65 6.83  0.190
8 H 13.48 12.95 6.52  0.178
9 H 12.94 11.69 8.41  0.503
10 H 12.83 13.94 9.40  0.488
11 C 11.13 16.67 7.13  -0.101
12 C 11.33 16.81 8.63  -0.093
13 O 10.54 16.05 9.56  -0.760
14 O 9.98 17.29 6.62  -0.703
15 H 11.08 15.61 6.92  0.168
16 H 12.01 17.01 6.64  0.179
17 H 11.24 17.89 8.99  0.176
18 H 12.39 16.57 8.79  0.190
19 H 10.58 15.08 9.20  0.483
20 H 9.38 16.58 6.60  0.465
21 C 12.33 7.87 7.41  -0.075
22 C 12.63 7.71 8.85  -0.106
23 O 12.64 9.01 9.56  -0.785
24 O 13.08 8.81 6.77  -0.729
25 H 11.23 8.12 7.32  0.143
26 H 12.50 6.91 6.92  0.183
27 H 13.56 7.21 9.03  0.170
28 H 11.80 7.13 9.31  0.195
29 H 13.58 9.12 9.95  0.502
30 H 13.25 9.59 7.30  0.496
31 C 14.64 11.38 11.92  -0.094
32 C 13.21 11.70 11.99  -0.108
33 O 12.85 12.70 11.01  -0.789
34 O 15.04 10.81 10.64  -0.748
35 H 14.89 10.69 12.73  0.187
36 H 15.21 12.27 12.04  0.174
37 H 12.79 11.99 12.95  0.187
38 H 12.57 10.83 11.79  0.182
39 H 12.25 13.21 11.55  0.511
40 H 14.51 11.29 9.94  0.497
41 C 8.96 5.68 12.29  -0.099
42 C 9.47 6.42 11.06  -0.092
43 O 10.20 5.64 10.18  -0.709
44 O 8.10 4.55 11.94  -0.713
45 H 8.41 6.37 12.89  0.196
46 H 9.85 5.27 12.76  0.149
47 H 10.02 7.35 11.36  0.168
48 H 8.55 6.73 10.40  0.183
49 H 10.84 5.14 10.75  0.456
50 H 8.66 4.03 11.31  0.465
51 C 9.07 10.96 9.68  -0.644
52 C 10.33 11.00 8.83  -0.099
53 O 11.00 12.27 8.86  -0.759
54 H 9.41 10.52 10.69  0.195
55 H 8.27 10.30 9.29  0.219
56 H 8.68 11.97 9.82  0.220
57 H 10.08 10.94 7.79  0.170
58 H 11.03 10.16 8.97  0.207
59 H 11.31 12.43 9.76  0.483
60 C 8.36 15.31 12.05  -0.639
61 C 9.48 14.33 12.64  -0.054
62 O 10.49 14.12 11.69  -0.773
63 H 8.14 15.06 11.02  0.219
64 H 8.76 16.32 12.15  0.210
65 H 7.48 15.25 12.68  0.212
66 H 9.03 13.35 12.82  0.168
67 H 9.81 14.68 13.67  0.156
68 H 10.62 15.01 11.28  0.505